No. 1
# C30H78N2O18S6

8 unconnected molecules or ions with the total composition C30H78N2O18S6 (the ωB97M-V functional and the def2-TZVPD basis, OMol25).

spin multiplicity	1
SMILES	CCOS(C)(=O)=O.CCOS(C)(=O)=O.CCOS(C)(=O)=O.CCOS(C)(=O)=O.CCOS(C)(=O)=O.CCOS(C)(=O)=O.CCN(CC)CC.CCN(CC)CC
orbital gap	8.2	eV
energy relative to the best compared isomer or geometry (same formula, charge and spin)	68.0	kJ/mol
F_max	4.14	eV/A
total charge	0
E_HOMO	-7.933	eV

The geometry in XYZ format:
```
134
Properties=species:S:1:pos:R:3:forces:R:3
C 1.76398 11.41324 -13.61329 -2.55 0.09 -0.47
C 3.02891 12.09334 -13.31447 1.89 -1.63 0.50
N 3.53681 11.68632 -11.95700 -1.46 -0.64 -1.06
C 4.50694 12.60849 -11.48097 -0.21 -0.24 1.54
C 3.74901 13.59354 -10.64109 1.56 2.24 -0.05
C 3.87130 10.26265 -11.81033 1.17 0.99 -0.74
C 5.22110 9.94066 -12.46657 0.80 -0.84 -0.48
H 1.37052 11.63335 -14.60569 0.29 0.30 -0.27
H 1.00136 11.82082 -12.94967 -0.18 -0.27 0.23
H 1.69042 10.32619 -13.58151 0.56 0.03 0.37
H 3.75800 11.77104 -14.05788 0.52 -0.10 -0.32
H 2.96060 13.16396 -13.50734 -0.13 0.11 0.87
H 5.20575 12.18237 -10.76111 0.29 -0.69 -0.44
H 5.07147 13.05923 -12.29721 0.22 0.32 0.03
H 3.26353 13.22466 -9.73757 -0.61 -0.42 -0.74
H 4.49735 14.25731 -10.20808 0.27 0.45 0.09
H 3.22834 14.25517 -11.33335 -0.99 -0.14 0.55
H 3.05935 9.65759 -12.21374 0.16 0.01 0.25
H 4.09600 10.00078 -10.77639 -1.03 0.35 0.32
H 5.97226 9.66474 -11.72648 -0.10 -0.19 0.21
H 5.72822 10.75027 -12.99139 -0.52 0.25 -0.25
H 5.15974 9.09196 -13.14778 0.02 0.01 -0.15
C -0.83412 20.45030 -12.00770 0.71 -0.11 -0.48
C -1.26480 21.32073 -13.18038 -0.60 0.21 0.46
N -2.49502 20.86534 -13.82549 -0.35 0.61 -0.29
C -2.79405 21.83811 -14.89043 -2.25 -1.05 0.00
C -4.16148 21.53272 -15.61247 0.07 0.89 -0.70
C -2.44704 19.47020 -14.31328 0.89 0.82 -1.18
C -1.29988 19.30782 -15.40001 -0.23 -0.16 1.55
H -0.22399 20.96773 -11.26736 0.14 0.27 -0.27
H -0.19206 19.73411 -12.52048 0.00 -0.73 0.81
H -1.62410 19.98107 -11.42131 -0.22 -0.06 -0.48
H -1.38609 22.35617 -12.86219 -0.39 0.05 0.00
H -0.47834 21.36037 -13.93405 0.53 0.01 0.02
H -2.91971 22.82693 -14.44936 0.21 -0.04 0.18
H -1.99337 21.90056 -15.62740 0.11 0.07 -0.22
H -4.26326 20.63396 -16.22072 0.53 -0.26 0.27
H -5.10097 21.62621 -15.06775 0.44 -0.35 1.01
H -4.36183 22.32297 -16.33599 0.53 0.27 -0.33
H -3.40631 19.21277 -14.76232 -0.03 0.07 0.25
H -2.28986 18.84678 -13.43309 0.12 -0.22 -0.28
H -1.32753 20.06950 -16.17923 -0.28 -0.23 -0.02
H -1.21239 18.31148 -15.83331 -0.27 0.05 -0.01
H -0.38819 19.48335 -14.82895 0.34 -0.11 -0.30
O -1.35552 14.12799 -4.54891 -0.02 -0.44 0.47
S -2.76472 14.30394 -4.61141 -1.81 1.62 -1.03
O -3.73252 13.21242 -4.48869 1.60 1.88 -0.11
O -3.10792 15.49326 -3.46599 0.90 -1.39 -1.13
C -4.45881 15.82389 -3.33793 -2.87 1.39 0.92
C -4.77716 17.10658 -2.41232 0.43 -1.63 -0.91
C -3.05104 15.28990 -6.23978 1.19 -0.75 1.23
H -5.11695 15.00533 -3.04654 0.66 -0.49 0.86
H -4.96502 16.01437 -4.28428 0.59 0.58 -0.59
H -4.42636 18.00608 -2.91823 0.12 0.00 0.35
H -4.43798 17.01304 -1.38067 0.63 -0.01 -0.25
H -5.85707 17.16775 -2.27758 -0.13 -0.05 -0.50
H -2.20203 15.94077 -6.44873 0.08 0.43 1.12
H -3.96787 15.87778 -6.19599 -0.04 -0.66 -0.42
H -2.81133 14.58501 -7.03588 -1.33 -0.48 -0.01
O 10.03861 20.39147 -10.90108 -1.97 -1.46 -0.05
S 9.08211 19.28854 -11.04744 0.58 -1.14 -1.26
O 8.68128 18.45806 -9.91434 0.32 1.73 -1.90
O 7.70666 19.74831 -11.86072 0.90 -0.49 2.10
C 7.84640 20.60828 -12.95716 0.62 1.60 -1.55
C 6.47072 20.88657 -13.55491 -0.24 0.15 -0.32
C 9.75250 18.21481 -12.46302 0.03 1.13 1.16
H 8.55737 20.25620 -13.70460 -0.41 -1.17 -0.41
H 8.43443 21.50668 -12.76957 -0.66 0.53 1.14
H 5.74116 21.28958 -12.85246 0.14 -0.55 0.48
H 6.08359 20.00540 -14.06653 -0.16 -0.15 0.38
H 6.42375 21.66270 -14.31880 0.87 0.07 -0.16
H 10.22731 17.34076 -12.01727 -0.05 0.15 -0.10
H 10.46848 18.90208 -12.91371 0.21 -0.35 0.01
H 9.00299 17.96524 -13.21406 -0.20 -0.06 0.51
O 10.13116 11.68817 -2.66705 -0.33 -0.61 -0.76
S 9.00441 11.55317 -3.55374 -2.54 2.02 1.02
O 9.11149 11.19768 -4.94813 -0.06 -0.32 1.62
O 7.80137 10.66695 -2.81928 1.75 -0.48 -0.92
C 7.63048 10.86627 -1.40459 0.51 1.18 0.66
C 6.23322 11.43637 -1.15442 0.12 -0.18 -0.44
C 7.98158 13.12877 -3.44175 1.55 -1.39 -0.91
H 8.35490 11.57586 -1.00486 0.27 0.21 -0.45
H 7.91579 9.98106 -0.83615 -0.61 -0.44 -0.45
H 5.78057 11.60069 -2.13227 -0.46 -0.79 0.02
H 6.21016 12.46739 -0.80152 0.39 -0.20 0.74
H 5.69106 10.75136 -0.50255 -0.44 0.39 -0.23
H 7.06557 12.87003 -3.97287 0.07 0.25 0.12
H 8.60256 13.82254 -4.00847 -0.35 0.38 0.21
H 7.83205 13.40134 -2.39702 0.12 -0.03 -0.25
O -5.35919 11.79463 -13.71015 -0.81 1.12 -2.82
S -5.85072 12.04357 -15.07745 -0.59 -2.31 1.15
O -5.95453 13.31811 -15.74614 0.61 -0.56 0.88
O -5.00948 10.99371 -16.01783 0.50 0.79 -0.13
C -4.75956 11.41814 -17.37275 -0.12 -0.33 -2.24
C -4.07774 10.38274 -18.29993 0.85 -0.82 1.60
C -7.49115 11.21919 -15.30263 1.92 0.89 -0.15
H -4.20715 12.35449 -17.45150 -0.19 -0.01 0.54
H -5.68251 11.48882 -17.94831 -0.61 0.87 0.69
H -3.66212 10.79177 -19.22083 -0.50 0.47 0.07
H -4.74150 9.55069 -18.53491 -0.06 0.11 -0.04
H -3.20937 9.95018 -17.80301 0.10 -0.14 0.12
H -8.20088 11.95661 -14.92768 -0.25 -0.55 -0.01
H -7.43575 10.22473 -14.85981 -0.28 0.36 0.29
H -7.48160 11.12038 -16.38810 -0.58 0.11 0.04
O 14.36859 5.14372 -14.16015 0.08 0.90 -0.12
S 14.92717 6.38884 -13.71098 2.34 1.82 0.67
O 15.64795 6.42734 -12.42408 -1.51 0.15 -2.97
O 16.00652 7.05140 -14.87286 -0.92 -0.89 1.62
C 15.61643 7.01407 -16.25245 0.74 -0.76 -0.97
C 16.90157 7.20629 -17.13057 -0.01 -0.52 1.53
C 13.78164 7.79861 -13.82585 -0.88 0.07 0.55
H 14.86471 7.74901 -16.54033 -0.03 0.35 0.49
H 15.17905 6.02804 -16.40910 -0.02 -0.02 -0.36
H 17.62149 7.80319 -16.57064 -0.34 0.73 -0.10
H 16.73013 7.61726 -18.12546 -0.12 -0.14 0.19
H 17.47466 6.27935 -17.15207 -0.40 -0.32 -0.51
H 13.26909 7.96584 -12.87853 0.18 -0.45 0.21
H 12.98471 7.66136 -14.55671 0.30 -0.47 -0.18
H 14.26891 8.74826 -14.04679 0.57 -0.46 -0.05
O 8.15879 0.30119 -16.87341 1.47 -0.12 -0.99
S 9.46995 0.22570 -17.50167 0.67 -1.14 -0.15
O 9.81340 -0.87221 -18.45610 -1.00 3.50 1.97
O 9.80757 1.74730 -18.15086 -0.90 -1.65 0.74
C 9.55941 2.85343 -17.24658 1.00 2.10 -0.49
C 9.71246 4.21906 -18.00304 0.19 -0.10 0.02
C 10.74932 0.16638 -16.19714 0.23 -0.48 -0.89
H 10.35312 2.89305 -16.50055 -0.03 -0.43 0.17
H 8.61209 2.94448 -16.71517 -0.25 -1.16 -0.44
H 9.47149 4.21754 -19.06607 -0.34 -0.39 0.12
H 10.70661 4.66310 -17.95197 0.29 -0.49 0.09
H 9.09391 4.97015 -17.51176 -0.30 -0.16 -0.03
H 10.59696 0.91156 -15.41637 -0.07 -0.22 -0.19
H 11.71327 0.24782 -16.69939 -0.08 0.71 -0.16
H 10.84901 -0.85410 -15.82731 -0.86 0.02 0.26
```
Forces are in eV/Å.


No. 2
# C30H79N5O12

7 unconnected molecules or ions with the total composition C30H79N5O12 (the ωB97M-V functional and the def2-TZVPD basis, OMol25).

spin multiplicity	1
SMILES	COCCNCCOC.COCCNCCOC.COCCNCCOC.COCCNCCOC.COCCNCCOC.O.O
orbital gap	8.2	eV
energy relative to the best compared isomer or geometry (same formula, charge and spin)	355.2	kJ/mol
F_max	2.94	eV/A
total charge	0
E_HOMO	-7.837	eV

The geometry in XYZ format:
```
126
Properties=species:S:1:pos:R:3:forces:R:3
O -2.73548 0.98636 -0.98636 0.06 0.56 0.19
H -3.33120 1.64118 -0.62226 -0.09 0.20 0.19
H -3.23706 0.56845 -1.68636 -0.50 -0.17 -0.65
O -1.43006 -1.12914 -0.23704 0.66 -0.82 -0.38
H -1.24771 -1.07140 0.70086 0.04 0.17 0.56
H -1.85813 -0.29984 -0.44979 -0.27 0.58 0.06
C 4.62668 -3.86189 3.43385 0.41 1.05 -0.14
O 3.61439 -3.70592 4.39560 -0.34 -0.82 0.06
C 2.35214 -3.90963 3.77513 -1.03 -0.18 1.28
C 1.21400 -3.60474 4.77613 1.70 1.45 -0.42
N 1.22530 -2.13545 5.03750 -1.41 -1.51 0.57
C 0.75108 -1.25219 3.97901 0.33 0.38 0.45
C -0.62672 -1.56007 3.33478 1.78 0.14 -0.84
O -1.05286 -0.42950 2.51334 -0.77 -0.24 2.39
C -1.68880 0.57488 3.37715 0.26 -0.83 -1.35
H 4.46953 -3.08166 2.68911 0.35 0.35 -0.26
H 4.66597 -4.77403 2.83840 -0.40 -0.59 0.49
H 5.58263 -3.71092 3.93532 -0.03 -0.03 -0.08
H 2.21875 -4.96289 3.52823 0.36 0.01 -0.86
H 2.26765 -3.17496 2.97437 -0.11 -0.56 -0.65
H 1.45329 -4.11503 5.70911 -0.18 -0.03 0.09
H 0.25928 -3.96698 4.39483 0.01 0.22 -0.04
H 2.17175 -1.88155 5.28215 0.02 0.06 0.05
H 1.53099 -1.15347 3.22395 -0.24 0.14 -0.67
H 0.73409 -0.29951 4.50836 -0.29 0.37 -0.42
H -1.31139 -1.93904 4.09354 -0.51 0.51 -0.04
H -0.47003 -2.35136 2.60169 -0.13 -0.22 0.10
H -2.62989 0.20110 3.78058 0.11 -0.31 0.25
H -1.97374 1.39233 2.71482 0.37 0.18 0.20
H -0.98575 0.85022 4.16329 -0.24 0.30 -0.05
C -0.12468 -6.14471 1.97548 -0.33 0.14 -0.42
O 0.25544 -4.80717 1.60104 -0.41 -0.64 0.59
C -0.39392 -4.23776 0.45832 -0.74 -1.65 -0.20
C -1.94365 -4.14669 0.63096 0.54 0.91 0.31
N -2.64383 -3.66056 -0.53206 -1.35 -0.99 -0.25
C -4.10670 -3.55628 -0.23045 0.31 0.72 -1.70
C -4.89800 -3.07148 -1.47249 -0.46 -1.74 -0.61
O -5.21052 -4.20922 -2.36770 0.83 0.61 0.07
C -5.67439 -3.81879 -3.64255 -0.50 0.37 0.06
H 0.21451 -6.93154 1.30171 0.75 0.22 -0.35
H -1.19414 -6.35525 1.96879 -0.28 0.64 0.28
H 0.23875 -6.36916 2.97829 0.18 0.31 -0.09
H -0.26087 -4.91752 -0.38331 0.12 -0.20 -0.31
H 0.19889 -3.36289 0.19135 -0.63 0.43 0.34
H -2.20660 -3.47998 1.45222 0.31 0.12 0.73
H -2.36081 -5.11797 0.89682 0.25 -0.15 -0.09
H -2.24305 -2.76730 -0.78020 -0.31 0.34 0.09
H -4.36980 -2.81430 0.52344 0.40 0.29 0.52
H -4.52111 -4.49746 0.13089 0.24 -0.20 -0.21
H -4.35224 -2.27514 -1.97854 0.24 -0.10 -0.30
H -5.88829 -2.67807 -1.24300 0.01 0.27 0.57
H -6.00212 -4.63274 -4.28921 0.41 -0.67 0.55
H -4.95675 -3.25733 -4.24075 0.38 0.21 0.19
H -6.58775 -3.22862 -3.56788 -0.14 0.52 0.22
C 5.37600 -1.84995 -1.14720 -0.52 0.66 -0.17
O 5.18867 -0.43607 -1.21917 1.06 0.00 -0.68
C 5.82948 0.15019 -2.36240 -0.96 0.84 -0.30
C 5.29853 1.56774 -2.53309 -0.11 0.13 0.34
N 3.92925 1.60493 -3.07908 0.73 0.01 0.65
C 3.37448 2.94381 -3.07301 -0.60 -0.12 -1.16
C 1.91401 2.86945 -3.46604 -1.08 0.36 0.52
O 1.28338 2.01139 -2.52902 0.82 -0.32 -0.14
C -0.13269 1.87297 -2.55581 1.86 -0.36 -0.40
H 5.06333 -2.12185 -0.13902 -0.18 -0.30 -0.22
H 6.39247 -2.20995 -1.30623 0.34 0.40 0.05
H 4.76540 -2.27846 -1.94196 -0.21 -0.50 0.22
H 5.54531 -0.31171 -3.30791 0.05 -0.83 0.05
H 6.91609 0.17505 -2.28010 0.11 -0.21 0.25
H 5.94421 2.16727 -3.17478 0.11 -0.28 -0.42
H 5.42104 2.05737 -1.56699 -0.43 0.21 0.48
H 3.31208 1.05262 -2.50101 0.04 -0.35 0.19
H 3.86668 3.50277 -3.86887 0.25 0.38 0.20
H 3.41742 3.47942 -2.12465 0.36 0.02 0.28
H 1.73682 2.61882 -4.51193 0.24 -0.89 -0.16
H 1.41637 3.83777 -3.41302 0.21 0.60 0.34
H -0.53580 2.83732 -2.24655 -0.75 -0.32 0.05
H -0.26425 1.00967 -1.90350 -0.71 0.51 0.30
H -0.40262 1.54759 -3.56048 -0.54 0.36 -0.18
C 5.99400 6.18840 3.57986 -1.80 -0.60 -0.62
O 5.51248 4.82028 3.32309 1.04 2.09 0.66
C 6.55293 4.03037 2.76676 -1.28 -0.30 0.92
C 6.04164 2.57955 2.83591 0.91 0.65 -0.56
N 4.87254 2.42148 2.03676 0.23 -0.40 -0.64
C 4.38266 1.08745 1.68385 -1.93 1.88 -0.03
C 3.00459 1.31765 0.91944 0.41 -0.58 0.07
O 1.96657 1.89766 1.74051 2.16 -0.94 1.77
C 0.67346 1.83948 1.22268 0.91 0.93 -1.30
H 6.36759 6.65540 2.66857 -0.08 -0.11 -0.28
H 6.74292 6.39509 4.34439 0.18 -1.01 0.30
H 5.07773 6.69117 3.88930 0.16 0.27 -0.06
H 7.41330 4.23939 3.40250 0.54 -0.59 -0.27
H 6.70895 4.34862 1.73600 0.29 -0.15 -0.20
H 5.88869 2.26663 3.86877 0.23 0.03 0.35
H 6.86325 2.02040 2.38824 0.06 -0.60 0.12
H 4.22822 3.19693 2.09696 -0.31 -0.57 0.21
H 4.12736 0.39068 2.48225 -0.21 0.34 1.00
H 5.14589 0.50242 1.17070 -0.18 0.42 -0.93
H 2.73175 0.32645 0.55726 -0.50 -0.20 -0.02
H 3.08265 1.94896 0.03432 0.48 0.14 -0.15
H 0.72682 2.61918 0.46287 -0.87 -0.13 -0.83
H -0.06070 2.19705 1.94467 0.25 -0.54 0.24
H 0.50140 0.85574 0.78593 -0.60 0.05 0.09
C -5.59917 5.48755 -0.79824 -0.04 -1.82 1.03
O -5.87893 4.22463 -1.45794 0.17 1.20 -0.21
C -7.09995 4.22670 -2.19204 0.46 -2.02 -0.46
C -7.37416 2.69567 -2.58586 0.19 2.75 1.00
N -6.24295 2.21190 -3.33766 -0.23 -0.72 -0.46
C -6.40072 0.80868 -3.64490 0.57 -1.12 0.45
C -5.11116 0.24999 -4.24172 -0.94 0.07 -0.06
O -3.99005 0.13033 -3.37577 -0.49 -0.06 -0.08
C -2.83934 -0.27146 -4.10208 1.01 0.60 0.88
H -6.22556 5.52261 0.09311 -0.67 0.46 -0.14
H -5.66971 6.40856 -1.37690 0.05 -0.31 -0.33
H -4.63426 5.33316 -0.31532 0.39 0.35 -0.63
H -6.97940 4.71655 -3.15828 -0.01 0.58 0.11
H -7.86518 4.67848 -1.56084 -0.40 -0.11 -0.26
H -8.27225 2.65594 -3.20228 0.04 0.02 -0.19
H -7.62894 2.20275 -1.64766 0.32 -0.61 0.17
H -5.35454 2.22274 -2.85734 -0.12 0.86 0.57
H -7.15142 0.59096 -4.40460 -0.22 0.37 -0.09
H -6.70304 0.26164 -2.75190 -0.08 -0.38 0.26
H -4.98972 1.01051 -5.01306 1.03 -0.25 -0.53
H -5.29308 -0.74072 -4.65826 -0.14 0.03 -0.30
H -2.62379 0.50186 -4.83939 0.06 -0.36 -0.44
H -2.79239 -1.29783 -4.46603 -0.89 0.00 -0.46
H -2.00921 -0.27175 -3.39569 0.02 0.28 0.18
```
Forces are in eV/Å.